Entry 1:
Formula: C23H35FN2O11PS
Source: the Open Molecules 2025 dataset
Level of theory: ωB97M-V/def2-TZVPD

```
! RIJCOSX wB97M-V def2-TZVPD def2/J DEFGRID3
* xyz 1 1
S -2.18765 -2.94620 -3.38119
P 0.27486 -2.20122 1.65220
F 1.48339 0.33476 -5.24188
O 4.08685 5.72779 2.08076
O 0.60136 -5.13990 -1.69054
O -1.08077 -1.63222 2.24570
O -8.66362 1.73746 0.53856
O -4.03549 -1.88407 0.56512
O 2.53941 -1.03724 -2.60855
O 1.39141 -1.11264 1.95582
O 0.65055 -3.50476 2.16083
O -0.43112 0.47771 -4.21254
O -4.16452 0.26154 1.16854
O 0.90455 1.98095 1.82949
N 1.28634 -1.70330 -0.78921
N 3.90203 -2.78377 -3.61208
C 6.40707 6.21108 2.27268
C 0.48818 -1.69549 -4.40094
C 0.31499 -1.93134 -2.91915
C 1.83402 3.29768 3.57313
C 0.17195 -2.17194 -0.18659
C -0.91299 -2.57924 -0.93959
C 5.00272 6.46677 1.78808
C 1.46206 -6.76247 -0.18752
C -4.46435 -0.59568 0.40523
C 2.81372 -5.87990 -2.18074
C 3.37713 -1.96450 -3.01698
C 1.53846 -5.85618 -1.38488
C -6.91210 3.22708 1.14358
C 1.64795 2.89677 2.13689
C 2.41591 3.67737 1.11069
C 0.45337 -0.19429 -4.61021
C -2.14528 -3.13701 -0.29292
C -0.84528 -2.46645 -2.34978
C -7.58596 1.21180 2.59126
C 1.36786 -1.57918 -2.10122
C 4.78741 7.68245 0.92344
C -7.80985 2.02921 1.34237
C -3.42788 -2.37749 -0.64170
H 2.08356 -1.40395 -0.22695
H 1.52913 4.33526 3.71114
H 6.42291 5.31042 2.88224
H 3.73815 7.74976 0.64519
H -5.08482 -0.43696 -0.48560
H 0.49437 -6.64981 0.29559
H -1.41636 -0.91557 1.67959
H 2.24465 -6.50339 0.52675
H -7.17454 3.72471 0.21271
H 1.58535 -7.80061 -0.49885
H 2.19165 3.28966 0.11660
H 6.75240 7.05211 2.87501
H 1.22655 2.65998 4.21198
H 1.13560 -0.24611 1.58748
H -8.29100 0.38376 2.61425
H -2.23575 -4.15284 -0.67959
H 2.88219 3.19097 3.85396
H -7.03763 3.92970 1.96854
H -5.86935 2.90732 1.09608
H -6.57019 0.81226 2.59273
H 3.48158 3.58354 1.29875
H 5.06682 8.58368 1.47042
H 1.44006 -2.08509 -4.74871
H -4.13008 -3.03124 -1.15039
H 5.39069 7.60816 0.01758
H -3.22024 -1.54885 -1.31853
H 3.65417 -5.58498 -1.55053
H -2.01954 -3.24896 0.77507
H 2.74023 -5.19035 -3.01593
H -1.68617 -4.02482 -4.01242
H 2.98982 -6.88408 -2.56791
H -7.73681 1.82888 3.47791
H 2.13272 4.72453 1.15548
H -0.32431 -2.12744 -4.96840
H 7.07752 6.07644 1.42265
*
```

The value obtained for the HOMO energy is -0.4024 hartree. The calculation puts the frontier orbital gap at 5.93 eV.

Results of the Löwdin charge analysis, in e, for atoms 1 through 4: number 1, S, carries 0.966; number 2, P, carries 0.445; number 3, F, carries 0.161; number 4, O, carries 0.034



Entry 2:
Formula: C23H35MoN2O4S
Source: the Open Molecules 2025 dataset
Level of theory: ωB97M-V/def2-TZVPD

```
! RIJCOSX wB97M-V def2-TZVPD def2/J DEFGRID3
* xyz 0 2
Mo 0.61325 -0.11932 0.17878
S 0.81828 2.02579 1.42369
O -1.52377 -1.27809 0.23176
O -1.57953 -0.02599 3.09786
O -1.98724 1.43300 0.86649
O 2.46884 0.58274 -0.41497
N 3.12825 1.51920 0.26012
N 1.26263 -1.66555 -0.39694
C -2.69566 0.82002 3.15005
C 3.94804 -3.01260 -2.53476
C 4.57435 3.47992 1.46623
C -1.47164 -2.67950 0.51273
C 1.76602 -0.59147 -3.54520
C 3.15110 -2.72174 1.68350
C 4.89600 -3.40263 -1.60342
C -2.84283 -0.78606 0.38777
C 0.33018 -2.62330 -3.11232
C -1.57112 -0.99031 4.12411
C -2.53362 1.89652 2.08779
C 1.75927 -2.09626 -3.26828
C 2.44163 -2.33027 -0.78438
C 2.71590 -2.48808 -2.15094
C 4.58661 -3.28700 -0.25850
C 3.24257 3.33898 1.73838
C 1.82497 -3.31113 2.17041
C 4.44224 1.62620 -0.01461
C 3.36488 -2.77190 0.17547
C 5.19547 2.60346 0.57061
C 2.48001 2.32253 1.13008
C 3.38259 -1.33442 2.28416
C -2.86184 0.67962 0.05001
H 1.85215 -3.43016 3.25699
H -0.67262 -1.58952 3.99675
H -0.46193 -3.02426 0.32721
H 4.80498 0.89063 -0.71682
H 2.73430 3.99391 2.43232
H 3.33800 -1.38799 3.37476
H -3.18580 -0.97542 1.40682
H -0.20805 -2.07513 -2.34183
H 2.61856 -0.63212 1.95169
H -2.76193 1.32064 4.12595
H -3.50674 -1.31993 -0.30158
H -1.74737 -2.85135 1.55668
H 0.32666 -3.68384 -2.84809
H -2.45340 -1.64042 4.06668
H 4.15700 -3.12189 -3.59370
H 1.41631 -0.03273 -2.67719
H 0.99152 -2.65720 1.91923
H -1.85587 2.66899 2.44413
H 1.64118 -4.29227 1.72528
H -2.17337 -3.20573 -0.13919
H -2.52100 0.81439 -0.97682
H 1.11070 -0.36361 -4.39044
H -0.20859 -2.50707 -4.05650
H 3.93982 -3.36621 2.07930
H -1.55100 -0.51895 5.11299
H -3.62762 0.25158 3.01654
H 4.36372 -0.94202 2.00295
H 5.85063 -3.80468 -1.91998
H -3.88651 1.05744 0.12952
H 2.77254 -0.24439 -3.79056
H 6.24681 2.67304 0.33496
H 5.14525 4.26453 1.94618
H 2.17273 -2.58145 -4.15626
H -3.51128 2.35587 1.90046
H 5.30181 -3.61855 0.48707
*
```

The value obtained for the HOMO energy (alpha / beta) is -0.2271 / -0.2038 hartree. The calculation puts the frontier orbital gap (alpha / beta) at 6.80 / 6.14 eV. The value obtained for the energy relative to the best compared isomer or geometry (same formula, charge and spin) is 28.8 kcal per mole.

Results of the Löwdin charge analysis, in e, for atoms 1 through 4: number 1, Mo, carries 1.209; number 2, S, carries 0.659; number 3, O, carries -0.320; number 4, O, carries -0.223



Entry 3:
Formula: C23H35N2O9PS2
Source: the Open Molecules 2025 dataset
Level of theory: ωB97M-V/def2-TZVPD

```
! RIJCOSX wB97M-V def2-TZVPD def2/J DEFGRID3
* xyz 0 1
S -4.94676 -2.33373 0.65461
S -3.80909 -0.33359 4.83516
P -3.04204 -2.69064 0.88843
O -9.89156 -1.38923 -5.21269
O 1.23022 0.79707 -0.00181
O -8.67461 -1.73777 -3.34764
O -10.15797 -0.08227 -3.39663
O 1.34493 1.51249 4.18040
O 5.28333 1.87015 -5.03754
O 4.32880 0.06061 -4.09143
O 5.60225 1.46309 -2.87411
O 3.78789 -0.19984 0.48268
N -2.48963 0.56583 4.69729
N -3.69940 -1.22975 3.52604
C 0.00959 1.80228 3.81794
C 6.52928 2.49746 -3.23280
C 5.00406 1.03390 -4.01439
C 1.46675 0.40967 5.06768
C 2.34898 1.52217 -0.46228
C -1.89212 0.18033 3.56359
C -8.43484 -0.96078 -2.15643
C -2.05818 -1.38996 1.67870
C -0.86552 -0.90450 1.21032
C -0.67746 0.70301 3.04795
C -0.17894 0.18723 1.89572
C -8.07522 -1.84231 -0.99057
C -2.59020 -0.85378 2.88619
C 3.60014 0.67269 -0.62163
C 6.90027 3.62759 -5.49196
C 2.14896 -0.77699 4.41913
C -9.60151 -1.10076 -4.09871
C 1.12585 0.78082 1.40599
C -9.74920 -0.21950 -2.03009
C -0.21826 -1.52425 -0.00206
C 3.86954 -1.57165 0.13564
C 5.92016 3.04842 -4.50552
C 3.57436 -2.40769 1.36358
H 6.60170 3.22848 -2.43161
H -7.62006 -0.26532 -2.37566
H 2.50355 -2.46040 1.55480
H 4.06701 -1.99338 2.24110
H 2.47004 -1.49947 5.16523
H 6.38352 3.99597 -6.37689
H 1.49171 -1.27335 3.70379
H -10.50219 -0.80578 -1.49778
H 0.85553 -1.58068 0.13313
H -9.65585 0.75968 -1.56791
H 4.87234 -1.79640 -0.23841
H 1.16759 1.81833 1.74942
H 2.55275 2.39079 0.17050
H -7.99372 -1.25256 -0.07744
H 7.44719 4.45504 -5.04000
H 1.96461 0.27284 1.88493
H 0.01968 2.70620 3.20802
H 3.13865 -1.80852 -0.64134
H 3.01198 -0.42862 3.85225
H -0.57940 -2.52860 -0.19271
H 7.60933 2.86542 -5.81610
H -8.83022 -2.61727 -0.84949
H -0.38822 -0.91572 -0.88526
H 4.45614 1.34808 -0.67004
H 5.13330 3.77168 -4.27450
H -2.43987 -2.94450 -0.34191
H 2.08530 0.74524 5.90388
H -2.80816 -3.83466 1.66534
H 3.94889 -3.41956 1.21792
H 3.60351 0.11467 -1.55701
H 0.50337 0.13279 5.50170
H -0.56868 2.02963 4.71295
H 7.50832 2.04411 -3.40352
H 2.08993 1.89850 -1.45369
H -7.12243 -2.33848 -1.16246
*
```

The value obtained for the HOMO energy is -0.3122 hartree. The calculation puts the frontier orbital gap at 7.72 eV.

Results of the Löwdin charge analysis, in e, for atoms 1 through 4: number 1, S, carries 0.133; number 2, S, carries 1.026; number 3, P, carries 0.404; number 4, O, carries 0.164



DFT total energy values (in Ha) by entry order: -2673.77625; -1774.12007; -2821.79078.
F_max values (in eV/Å) by entry order: 1.5; 1.5; 1.2.